(i)
Below is a structure of composition C5H11N3O, with properties calculated with ωB97M-V with the def2-TZVPD basis set.

HOMO-LUMO gap	8.71	eV
highest occupied orbital energy	-8.905	eV

Each line ends with the Mulliken charge.
Element x y z (Å)
C1 -2.778 -0.857 -0.710  -0.5564
C2 -1.439 0.918 0.122  -0.9206
C3 -0.196 0.147 0.098  1.0989
C4 1.198 0.684 0.061  -0.0654
C5 2.560 -1.433 0.072  -0.7338
H1 -3.257 -0.023 -1.294  0.2829
H2 -1.531 -1.100 -1.060  0.1858
H3 -3.302 -1.994 -0.607  0.2485
H4 -2.454 -0.400 1.466  0.3146
H5 -1.703 1.576 -0.643  0.3277
H6 -1.345 1.610 0.919  0.4261
H7 1.949 2.609 -0.469  0.2287
H8 3.333 0.702 0.324  0.3390
H9 2.154 -2.042 -0.709  0.2947
H10 2.343 -1.955 1.051  0.2575
H11 3.721 -1.501 -0.030  0.2978
N1 -2.605 0.141 0.609  -0.4933
N2 1.083 1.997 -0.223  -0.5706
N3 2.376 -0.068 -0.239  -0.3645
O1 -0.245 -1.091 0.271  -0.5976

=====

(ii)
Below is an isolated molecule of C5H11N3O, with properties calculated with ωB97M-V with the def2-TZVPD basis set.

SMILES	CN1CCN(C)C(=O)N1
HOMO-LUMO gap	9.32	eV
highest occupied orbital energy	-8.540	eV

Each line ends with the Mulliken charge.
Element x y z (Å)
C1 1.015 1.074 -2.315  -0.7796
N1 0.483 0.516 -1.088  0.1043
C2 -0.974 0.327 -1.004  -0.4434
C3 -1.274 0.309 0.482  -0.6106
N2 -0.474 -0.714 1.119  0.0493
C4 -0.591 -0.819 2.607  -0.9009
C5 0.928 -0.883 0.709  0.2933
O1 1.688 -1.553 1.431  -0.6249
N3 1.254 -0.714 -0.617  -0.3394
H1 0.770 0.514 -3.451  0.2204
H2 2.099 1.001 -2.268  0.2739
H3 0.514 2.064 -2.494  0.2898
H4 -1.467 -0.570 -1.334  0.3161
H5 -1.199 1.396 -1.556  0.2318
H6 -2.362 0.027 0.515  0.2709
H7 -1.031 1.190 1.068  0.4426
H8 -0.734 0.185 2.996  0.3657
H9 -1.441 -1.625 3.105  0.2130
H10 0.464 -0.991 3.133  0.2926
H11 2.332 -0.736 -1.040  0.3353

=====

Stability order, top to bottom: (ii), (i)

=====

(i)
Below is an isolated molecule of C4H8N2S, with properties calculated with ωB97M-V with the def2-TZVPD basis set.

SMILES	C=S(C)(C)=NC#N
HOMO-LUMO gap	9.41	eV
highest occupied orbital energy	-8.908	eV

Each line ends with the Mulliken charge.
Element x y z (Å)
C1 -1.247 -1.563 -0.079  -0.9644
S1 -0.128 -0.322 -0.027  0.6452
C2 -0.416 0.755 1.512  -1.0094
C3 -0.426 0.745 -1.429  -0.8953
N1 1.356 -0.703 0.024  -0.5625
C4 2.460 -0.098 -0.005  0.5814
N2 3.470 0.433 -0.064  -0.5459
H1 -1.157 -2.335 -0.852  0.3209
H2 -1.250 -2.024 0.900  0.2880
H3 0.111 1.673 1.390  0.3743
H4 -1.505 1.036 1.589  0.3167
H5 -0.094 0.021 2.204  0.4216
H6 0.464 1.264 -1.680  0.3940
H7 -0.353 -0.183 -2.005  0.3038
H8 -1.285 1.300 -1.478  0.3316

=====

(ii)
Below is an isolated molecule of C4H8N2S, with properties calculated with ωB97M-V with the def2-TZVPD basis set.

SMILES	[H]/N=C\N(C=S)CC
HOMO-LUMO gap	8.86	eV
highest occupied orbital energy	-8.982	eV

Each line ends with the Mulliken charge.
Element x y z (Å)
H1 -2.101 -0.006 0.195  0.2758
N1 -2.277 -1.071 0.190  -0.6656
C1 -1.102 -1.432 -0.108  0.1737
N2 0.155 -0.701 -0.080  0.1960
C2 1.447 -1.263 -0.186  -0.0960
S1 2.879 -0.588 0.165  -0.2648
C3 -0.017 0.524 0.641  -1.0254
C4 0.099 1.787 -0.357  -0.7527
H2 -0.936 -2.481 -0.377  0.3524
H3 1.609 -2.135 -0.905  0.2554
H4 -1.079 0.244 1.102  0.2885
H5 0.757 0.544 1.268  0.4660
H6 0.307 2.598 0.444  0.2772
H7 -0.776 2.179 -1.086  0.2413
H8 1.036 1.801 -0.905  0.2784

=====

(iii)
Below is a cluster of 2 separate species, C4H8N2S in total, with properties calculated with ωB97M-V with the def2-TZVPD basis set.

HOMO-LUMO gap	8.19	eV
highest occupied orbital energy	-7.763	eV

Each line ends with the Mulliken charge.
Element x y z (Å)
C1 1.388 1.565 -1.343  -0.5227
C2 0.464 -0.347 1.952  -0.9600
C3 -0.852 -0.845 1.311  -0.3084
C4 -0.850 -0.549 -0.150  0.0883
N1 -1.311 -0.237 -2.453  -1.2193
N2 -1.045 -0.524 -1.300  0.8552
S1 0.760 1.230 -2.856  -0.1326
H1 1.458 2.522 -0.975  0.3009
H2 0.779 0.513 1.448  0.3191
H3 1.240 -1.068 2.287  0.2807
H4 0.121 0.006 3.008  0.2664
H5 -0.877 -1.845 1.383  0.2697
H6 -1.868 -0.435 1.581  0.2790
H7 1.905 0.799 -0.622  0.2333
H8 -1.313 -0.787 -3.270  0.2503

=====

Stability order, top to bottom: (ii), (i), (iii)